DFT (ωB97M-V with the def2-TZVPD basis set) results for a 6-piece molecular cluster, C24H36O18 overall.

Computed properties:
HOMO energy: -10.33 eV
LUMO level: 0.42 eV
Electronic energy: -2290.4156 a.u.
Maximum force: 6.69 eV Å⁻¹
Kohn-Sham gap: 10.7450 eV
Charge: 0
Energy above the lowest of the compared OMol25 structures with the same formula, charge and spin: 90.96 kcal/mol

Cartesian coordinates (Å):
C 13.83 -12.69 1.06
C 13.42 -11.88 2.33
C 12.26 -12.51 3.15
O 12.74 -12.27 4.45
C 14.01 -11.87 4.43
O 14.65 -11.71 5.41
O 14.46 -11.60 3.22
H 12.99 -12.87 0.38
H 14.14 -13.65 1.49
H 14.74 -12.43 0.52
H 13.11 -10.88 2.02
H 12.00 -13.52 2.82
H 11.36 -11.90 3.03
C 10.83 -16.12 -2.63
C 11.34 -16.54 -1.28
C 11.85 -15.41 -0.46
O 11.47 -15.77 0.88
C 10.61 -16.70 0.81
O 10.03 -17.25 1.77
O 10.31 -17.08 -0.46
H 10.05 -16.78 -3.02
H 11.69 -15.83 -3.24
H 10.36 -15.13 -2.61
H 12.09 -17.32 -1.41
H 11.43 -14.45 -0.77
H 12.91 -15.39 -0.69
C 3.92 -18.80 2.98
C 3.20 -17.64 2.37
C 3.89 -16.32 2.53
O 4.01 -15.83 1.18
C 3.45 -16.69 0.31
O 3.20 -16.47 -0.87
O 3.11 -17.80 1.01
H 3.64 -19.75 2.51
H 3.88 -18.97 4.06
H 5.00 -18.83 2.90
H 2.21 -17.59 2.83
H 4.92 -16.33 2.88
H 3.24 -15.57 2.97
C 7.17 -14.91 1.05
C 7.38 -13.85 -0.07
C 7.07 -12.40 0.32
O 8.32 -11.70 0.25
C 9.26 -12.50 -0.11
O 10.46 -12.20 -0.03
O 8.80 -13.76 -0.34
H 7.33 -15.94 0.73
H 6.12 -14.82 1.33
H 7.70 -14.71 1.99
H 6.83 -14.17 -0.95
H 6.63 -12.29 1.31
H 6.34 -12.04 -0.41
C 5.91 -6.00 -0.82
C 5.15 -6.50 0.42
C 3.66 -6.89 0.10
O 3.73 -8.17 0.49
C 4.89 -8.68 0.77
O 5.06 -9.88 1.05
O 5.80 -7.73 0.71
H 5.82 -6.69 -1.65
H 6.97 -5.78 -0.64
H 5.67 -4.97 -1.06
H 5.20 -5.90 1.32
H 3.30 -6.59 -0.89
H 3.11 -6.36 0.88
C 2.36 -12.09 -5.02
C 2.67 -12.11 -3.60
C 3.66 -13.14 -3.10
O 4.57 -12.34 -2.33
C 4.43 -11.05 -2.62
O 5.18 -10.10 -2.20
O 3.48 -10.88 -3.47
H 3.28 -12.27 -5.57
H 1.89 -11.15 -5.32
H 1.76 -12.94 -5.34
H 1.77 -12.16 -2.99
H 4.16 -13.63 -3.93
H 3.01 -13.84 -2.57

Atomic partial charges in e from the Mulliken method, atoms 1 to 4: -1.200, 0.451, -0.008, -0.367

=====

DFT (ωB97M-V with the def2-TZVPD basis set) results for C24H36P2SiV as an isolated structure.

Computed properties:
HOMO energy (spin up / spin down): -12.46 / -13.96 eV
LUMO level (spin up / spin down): -6.99 / -7.25 eV
Electronic energy: -2851.4191 a.u.
Maximum force: 7.68 eV Å⁻¹
2S+1: 2
Kohn-Sham gap (spin up / spin down): 5.4749 / 6.7102 eV
Charge: +2
Energy above the lowest of the compared OMol25 structures with the same formula, charge and spin: 176.85 kcal/mol

Cartesian coordinates (Å):
C -0.53 -2.28 -0.87
C -0.02 -1.27 -1.80
C 1.38 -1.62 -2.02
H -0.65 -0.64 -2.40
C 1.72 -2.74 -1.23
C 0.53 -3.15 -0.52
H 0.44 -4.04 0.05
H -1.57 -2.43 -0.67
H 1.99 -1.02 -2.65
H 2.60 -3.33 -1.34
V 1.29 -0.73 0.04
C 1.26 0.88 0.61
H 2.17 1.04 0.04
H 1.18 0.36 1.62
H 0.94 1.90 0.88
Si -1.15 1.53 -1.15
C -2.52 2.03 0.02
C -3.66 1.45 -0.62
H -3.61 0.90 -1.59
C -4.93 1.43 0.00
H -5.74 0.99 -0.57
C -5.07 1.87 1.32
H -5.95 1.55 1.92
C -3.98 2.59 1.87
H -4.17 3.18 2.77
C -2.65 2.53 1.34
H -1.79 2.82 1.99
C -0.36 2.64 -2.42
C -1.39 3.12 -3.30
H -2.40 3.22 -2.88
C -1.19 3.19 -4.68
H -1.97 3.66 -5.34
C 0.07 2.72 -5.17
H 0.22 2.74 -6.25
C 1.12 2.25 -4.36
H 2.13 1.98 -4.78
C 0.86 2.17 -2.99
H 1.58 1.63 -2.38
H 0.38 -0.05 -1.46
H -1.94 1.07 -2.26
C 3.63 -0.08 2.21
P 3.07 -1.59 1.26
C 4.55 -2.21 0.37
C 2.24 -2.77 2.43
C 0.69 -2.66 2.60
P -0.23 -1.19 1.95
C -2.04 -1.44 1.82
C -0.20 0.06 3.33
H 4.66 0.19 1.95
H 3.52 -0.14 3.30
H 3.04 0.79 1.90
H 5.52 -1.85 0.82
H 4.55 -3.31 0.33
H 4.48 -1.82 -0.65
H 2.45 -3.79 2.05
H 2.72 -2.65 3.42
H 0.13 -3.52 2.21
H 0.41 -2.60 3.66
H -2.48 -1.51 2.83
H -2.53 -0.61 1.30
H -2.27 -2.38 1.29
H 0.82 0.43 3.49
H -0.85 0.91 3.10
H -0.52 -0.44 4.26

Atomic partial charges in e from the Mulliken method, atoms 1 to 4: -0.722, -1.266, -1.204, 1.340

=====

DFT (ωB97M-V with the def2-TZVPD basis set) results for C24H37BiIN5O as an isolated structure.

Computed properties:
HOMO energy (spin up / spin down): 2.58 / 2.58 eV
LUMO level (spin up / spin down): 4.44 / 4.44 eV
Electronic energy: -1797.8113 a.u.
Maximum force: 2.35 eV Å⁻¹
Kohn-Sham gap (spin up / spin down): 1.8567 / 1.8611 eV
Charge: -2
Energy above the lowest of the compared OMol25 structures with the same formula, charge and spin: 19.76 kcal/mol

Cartesian coordinates (Å):
C 3.71 1.72 -1.50
I 3.52 -0.85 -3.02
H 4.07 2.73 -1.29
H 3.36 1.68 -2.54
H 4.51 1.00 -1.26
C 1.35 -3.63 1.43
C 2.51 -3.05 1.79
N 2.66 -1.91 1.00
C 1.56 -1.72 0.21
N 0.80 -2.83 0.43
H 0.87 -4.52 1.77
H 3.25 -3.35 2.51
C -0.64 1.61 -5.23
C 0.27 1.22 -3.19
N -0.30 0.65 -4.28
H -0.25 3.77 -5.19
N 0.39 2.54 -3.53
H -1.16 1.35 -6.14
Bi 0.76 0.13 -1.06
C 2.46 1.50 -0.52
O 2.33 2.08 0.55
C -0.20 2.79 -4.76
C 1.01 3.59 -2.75
H 0.62 4.56 -3.10
H 2.10 3.60 -2.87
H 0.77 3.49 -1.68
C -0.58 -0.76 -4.45
H -0.90 -0.92 -5.48
H -1.41 -1.09 -3.79
H 0.32 -1.36 -4.24
C -0.45 -3.13 -0.22
H -0.47 -4.18 -0.51
H -0.57 -2.50 -1.11
H -1.30 -2.95 0.46
C 3.82 -1.05 1.12
H 4.26 -0.88 0.13
H 4.55 -1.55 1.77
H 3.56 -0.09 1.58
C -2.92 -2.11 4.26
C -1.82 -1.34 3.57
C -0.59 -1.16 4.21
C 0.45 -0.42 3.61
C 1.77 -0.30 4.31
C 0.21 0.19 2.39
C -1.01 0.01 1.70
C -2.01 -0.79 2.31
N -1.15 0.57 0.44
C -2.45 1.08 -0.05
C -3.25 -0.03 -0.74
C -3.27 1.72 1.07
C -2.20 2.18 -1.08
H -2.57 -3.10 4.57
H -3.25 -1.58 5.17
H -3.78 -2.23 3.59
H -0.42 -1.61 5.19
H 1.63 0.09 5.33
H 2.25 -1.28 4.41
H 2.45 0.37 3.77
H 0.98 0.83 1.93
H -2.96 -0.96 1.79
H -3.54 -0.81 -0.04
H -4.16 0.40 -1.17
H -2.67 -0.49 -1.55
H -2.69 2.51 1.56
H -4.18 2.17 0.63
H -3.60 0.99 1.82
H -1.62 3.00 -0.64
H -1.65 1.80 -1.95
H -3.15 2.57 -1.44

Atomic partial charges in e from the Mulliken method, atoms 1 to 4: -2.547, 0.542, 0.448, 0.334

=====

DFT (ωB97M-V with the def2-TZVPD basis set) results for a 4-piece molecular cluster, C24H37FN3O12PS overall.

Computed properties:
HOMO energy: -8.55 eV
LUMO level: -1.42 eV
Electronic energy: -2842.9740 a.u.
Maximum force: 9.00 eV Å⁻¹
Kohn-Sham gap: 7.1324 eV
Charge: 0

Cartesian coordinates (Å):
C 4.49 -1.53 0.94
C 3.38 -0.68 1.75
P 1.63 -0.74 1.05
C 0.89 -2.47 1.03
C 1.25 -3.40 -0.24
C 1.46 0.20 -0.59
C 2.29 1.59 -0.36
N 2.90 2.62 -0.22
C -0.07 0.71 -0.90
C -1.20 -0.38 -0.59
C -1.86 -0.25 0.90
C -2.83 -1.47 1.27
N -4.25 -1.30 0.83
C -4.98 -2.53 1.37
C -4.42 -1.41 -0.64
C -3.85 -2.64 -1.54
O -5.07 -0.52 -1.30
C 2.15 -0.53 -1.86
C 1.09 -1.25 -2.85
N 0.14 -1.78 -3.38
S 3.18 0.57 -2.96
O 4.58 0.84 -2.42
O 3.41 -0.23 -4.24
F 2.39 1.98 -3.46
H 5.10 -2.15 1.72
H 5.28 -0.89 0.40
H 4.07 -2.29 0.19
H 3.72 0.43 1.70
H 3.46 -0.96 2.86
H -0.26 -2.51 1.15
H 1.30 -3.02 1.97
H 0.42 -3.28 -1.03
H 1.16 -4.50 0.13
H 2.31 -3.29 -0.64
H -0.26 1.60 -0.17
H -0.18 1.13 -1.96
H -0.90 -1.47 -0.84
H -2.08 -0.15 -1.32
H -1.05 -0.04 1.70
H -2.51 0.70 0.86
H -2.41 -2.43 0.78
H -2.86 -1.64 2.41
H -5.42 -2.35 2.41
H -4.26 -3.44 1.40
H -5.79 -2.81 0.59
H -3.85 -2.33 -2.66
H -2.75 -2.88 -1.30
H -4.53 -3.57 -1.48
H 2.89 -1.31 -1.42
C 2.53 3.44 -6.70
C 3.86 3.91 -6.17
O 4.26 4.87 -7.14
C 3.13 5.32 -7.76
O 3.09 6.25 -8.51
O 2.05 4.57 -7.41
H 1.85 3.16 -5.90
H 2.64 2.60 -7.39
H 3.77 4.41 -5.20
H 4.59 3.11 -6.09
C 2.52 6.32 2.61
C 1.13 6.61 2.15
O 0.51 5.34 2.17
C 1.20 4.57 3.05
O 0.84 3.49 3.43
O 2.35 5.18 3.45
H 2.96 7.14 3.17
H 3.19 6.05 1.79
H 0.60 7.28 2.83
H 1.11 7.04 1.14
C -4.50 -3.30 5.50
C -4.98 -4.56 6.16
O -4.97 -5.49 5.09
C -4.09 -5.04 4.16
O -3.72 -5.68 3.21
O -3.67 -3.78 4.45
H -3.93 -2.66 6.19
H -5.31 -2.71 5.07
H -4.30 -4.91 6.94
H -5.98 -4.45 6.58

Atomic partial charges in e from the Mulliken method, atoms 1 to 4: -0.778, -0.335, -0.330, 0.129

=====

DFT (ωB97M-V with the def2-TZVPD basis set) results for C24H37HgN3O11 as an isolated structure.

Computed properties:
HOMO energy: -1.70 eV
LUMO level: -0.80 eV
Electronic energy: -2081.6844 a.u.
Maximum force: 7.45 eV Å⁻¹
Kohn-Sham gap: 0.8946 eV
Charge: -2
Energy above the lowest of the compared OMol25 structures with the same formula, charge and spin: 192.04 kcal/mol

Cartesian coordinates (Å):
Hg -0.46 -0.33 -0.21
C -0.83 4.39 -6.29
C -1.12 3.34 -5.27
C -2.26 2.36 -5.64
O -2.46 1.45 -4.82
C -2.86 2.46 -6.96
C -2.57 3.49 -7.83
C -1.49 4.50 -7.46
O -1.25 5.57 -8.20
O -3.23 3.45 -8.92
O -0.48 3.16 -4.21
H -0.19 5.22 -6.00
H -3.62 1.75 -7.25
C -0.35 -3.50 8.63
C 0.82 -4.26 9.09
C 2.19 -3.99 8.39
O 3.27 -4.44 8.91
C 2.16 -2.99 7.28
C 0.96 -2.46 6.87
C -0.29 -2.67 7.55
O -1.44 -2.11 7.23
O 1.03 -1.75 5.74
O 0.84 -4.92 10.15
H -1.26 -3.60 9.21
H 3.07 -2.64 6.83
C -0.88 -6.63 0.12
C -0.52 -5.26 -0.39
C -0.23 -5.31 -1.97
O 0.21 -3.99 -2.34
C 0.78 -3.90 -3.70
N -1.70 -4.35 -0.06
H -1.25 -6.58 1.14
H 0.05 -7.15 0.37
H -1.54 -7.18 -0.55
H 0.29 -4.90 0.24
H -1.14 -5.35 -2.55
H 0.49 -6.09 -2.19
H 0.72 -2.91 -4.14
H 0.48 -4.67 -4.40
H 1.83 -4.05 -3.45
H -2.53 -4.43 -0.63
H -2.11 -4.73 0.79
C -6.86 3.48 2.75
C -6.18 3.10 1.42
C -6.02 4.37 0.64
O -7.20 4.78 -0.01
C -7.41 4.23 -1.38
N -4.87 2.51 1.62
H -6.40 4.29 3.31
H -7.00 2.63 3.42
H -7.93 3.67 2.63
H -6.88 2.44 0.90
H -5.39 4.21 -0.23
H -5.64 5.17 1.28
H -7.43 3.14 -1.33
H -6.61 4.60 -2.02
H -8.31 4.51 -1.93
H -4.49 3.16 2.30
H -5.07 1.88 2.38
C 7.24 1.83 1.25
C 6.46 1.69 -0.07
C 7.39 2.01 -1.18
O 8.28 0.94 -1.08
C 9.40 1.01 -2.00
N 5.68 0.42 -0.27
H 6.61 1.46 2.05
H 7.58 2.85 1.44
H 8.03 1.08 1.15
H 5.74 2.51 -0.04
H 7.95 2.93 -1.05
H 7.01 2.02 -2.20
H 10.00 0.11 -1.92
H 9.94 1.92 -1.73
H 9.16 1.09 -3.07
H 6.44 -0.02 -0.75
H 5.64 -0.01 0.64

Atomic partial charges in e from the Mulliken method, atoms 1 to 4: 0.012, -0.493, 0.485, 0.475

=====

DFT (ωB97M-V with the def2-TZVPD basis set) results for C24H37MnN6OS4 as an isolated structure.

Computed properties:
HOMO energy (spin up / spin down): -12.93 / -12.95 eV
LUMO level (spin up / spin down): -9.02 / -6.22 eV
Electronic energy: -4083.7151 a.u.
Maximum force: 3.74 eV Å⁻¹
2S+1: 5
Kohn-Sham gap (spin up / spin down): 3.9098 / 6.7261 eV
Charge: +2
Energy above the lowest of the compared OMol25 structures with the same formula, charge and spin: 0.00 kcal/mol

Cartesian coordinates (Å):
Mn 0.47 -0.56 -0.70
C 2.47 1.83 -2.40
C 1.17 2.45 -1.90
N 0.05 1.49 -1.61
C -0.83 1.42 -2.79
C -1.76 0.16 -2.77
N -1.61 -0.68 -1.57
C -2.23 -2.03 -1.81
C -1.25 -3.19 -2.11
C -0.26 -3.57 -0.94
N 0.93 -2.72 -0.83
C 1.95 -3.09 -1.86
C 2.96 -1.98 -2.09
N 2.36 -0.62 -1.88
C 2.43 0.37 -2.97
H 3.23 1.90 -1.57
H 2.83 2.51 -3.23
H 0.76 3.10 -2.65
H 1.32 3.13 -1.05
H -0.43 1.93 -0.83
H -0.18 1.41 -3.64
H -1.45 2.33 -2.93
H -1.40 -0.48 -3.59
H -2.77 0.51 -2.97
H -2.11 -0.19 -0.84
H -3.00 -1.92 -2.56
H -2.75 -2.30 -0.91
H -0.66 -3.04 -3.03
H -1.88 -4.08 -2.27
H -0.01 -4.67 -1.11
H -0.81 -3.41 0.00
H 1.36 -2.90 0.11
H 1.34 -3.34 -2.76
H 2.53 -3.97 -1.62
H 3.37 -2.03 -3.12
H 3.77 -2.05 -1.35
H 2.88 -0.24 -1.08
H 1.59 0.21 -3.68
H 3.32 0.15 -3.55
N -4.22 3.62 -1.67
C -3.63 3.32 -0.48
N -3.29 4.40 0.29
S -3.38 1.74 0.06
H -4.34 4.56 -2.02
H -4.65 2.96 -2.29
H -3.10 5.28 -0.19
H -2.69 4.22 1.07
O -0.15 0.05 1.01
C 0.29 0.02 2.30
C 1.50 -0.87 2.51
C 1.58 -2.05 3.22
C 2.83 -2.73 2.96
C 3.58 -2.16 1.98
S 2.86 -0.70 1.40
C -0.86 -0.45 3.33
C -1.47 -1.69 3.44
C -2.68 -1.63 4.19
C -2.92 -0.41 4.75
S -1.72 0.71 4.28
C 0.59 1.46 2.75
C 1.54 1.94 3.62
C 1.44 3.36 3.81
C 0.53 3.95 2.99
S -0.26 2.79 2.04
H 0.79 -2.41 3.88
H 3.08 -3.67 3.51
H 4.53 -2.51 1.62
H -1.10 -2.57 2.81
H -3.28 -2.55 4.29
H -3.69 -0.14 5.46
H 2.30 1.30 4.10
H 2.10 4.04 4.41
H 0.20 4.99 3.04

Atomic partial charges in e from the Mulliken method, atoms 1 to 4: 0.576, -0.569, -0.826, 0.676